--- 1 ---
Molecular formula: C9H12N4O
Method: DFT, ωB97M-V/def2-TZVPD

Last column: Löwdin charge in e.
Geometry (Å):
1 O 2.880 0.427 -1.693  0.074
2 N -5.051 0.912 -0.319  0.156
3 N -3.568 -0.935 -0.231  0.147
4 N -2.677 1.253 -0.135  0.149
5 N 1.871 -0.438 0.143  0.089
6 C -2.188 -1.025 -0.239  -0.252
7 C 0.562 -0.670 -0.547  -0.273
8 C -0.071 -1.916 0.027  -0.170
9 C -1.575 0.366 -0.273  -0.185
10 C -3.784 0.368 -0.227  -0.400
11 C -1.470 -2.151 -0.246  -0.036
12 C -0.272 0.593 -0.332  0.022
13 C 3.821 1.017 0.335  -0.013
14 C 2.769 0.378 -0.505  -0.602
15 H -5.027 1.753 0.120  0.047
16 H -5.719 0.323 0.125  0.096
17 H 4.164 0.312 1.229  0.126
18 H -1.881 -3.157 -0.298  0.119
19 H 1.786 -0.205 1.077  0.095
20 H 0.593 -2.749 -0.146  0.118
21 H 3.342 1.941 0.705  0.088
22 H -2.650 2.136 -0.536  0.118
23 H 0.887 -0.664 -1.555  0.127
24 H -0.037 -1.771 1.130  0.134
25 H 0.189 1.637 -0.572  0.152
26 H 4.672 1.158 -0.315  0.074

Properties
Highest occupied orbital energy   -7.567 eV
Spin multiplicity   1
SMILES string   CC(=O)N[C@@H]1C=c2[nH]c(N)nc2=CC1

--- 2 ---
Molecular formula: C9H12N4O
Method: DFT, ωB97M-V/def2-TZVPD

Last column: Löwdin charge in e.
Geometry (Å):
1 O 0.890 -1.969 0.703  -0.164
2 N -0.971 0.875 -0.791  0.137
3 N 2.890 0.966 0.994  0.030
4 N 1.222 0.546 -0.252  -0.095
5 N 1.817 0.336 0.913  0.020
6 C -1.973 0.115 1.292  -0.033
7 C 1.900 1.387 -1.022  -0.055
8 C 1.356 -2.876 -0.366  -0.031
9 C 3.002 1.641 -0.211  -0.122
10 C -1.842 1.003 0.141  -0.340
11 C -1.131 -0.919 1.433  0.002
12 C -0.244 -1.235 0.311  -0.352
13 C -2.906 2.049 -0.030  -0.029
14 C 0.028 -0.145 -0.690  -0.265
15 H -2.780 0.306 2.026  0.121
16 H -2.575 2.712 -0.953  0.125
17 H 2.235 -3.226 0.057  0.065
18 H -2.945 2.706 0.831  0.082
19 H 1.575 -2.278 -1.206  0.060
20 H 0.176 -0.498 -1.789  0.179
21 H 0.622 -3.705 -0.648  0.116
22 H -3.678 1.521 -0.396  0.036
23 H -0.992 -1.951 -0.280  0.193
24 H 1.709 1.803 -2.011  0.127
25 H -1.168 -1.443 2.390  0.132
26 H 3.783 2.276 -0.445  0.059

Properties
Highest occupied orbital energy   -9.064 eV
Spin multiplicity   1
SMILES string   CO[C@H]1C=CC(C)=N[C@H]1n1ccnn1

Which structure is the most stable? The one labeled 1.

--- 1 ---
Molecular formula: C2H3N3O
Method: DFT, ωB97M-V/def2-TZVPD

Last column: Löwdin charge in e.
Geometry (Å):
1 O -1.599 0.045 -1.035  0.046
2 N 1.501 -0.352 0.135  0.066
3 N -0.390 0.667 0.805  0.107
4 N -0.569 -0.030 -0.132  -0.287
5 C 0.915 0.275 1.148  -0.194
6 C 0.519 -0.585 -0.683  -0.145
7 H 0.603 -1.277 -1.474  0.119
8 H 1.519 0.918 1.956  0.141
9 H -2.499 0.340 -0.721  0.148

Properties
Highest occupied orbital energy   -9.291 eV
Spin multiplicity   1

--- 2 ---
Molecular formula: C2H3N3O
Method: DFT, ωB97M-V/def2-TZVPD

Last column: Löwdin charge in e.
Geometry (Å):
1 O -0.193 -1.480 0.393  -0.050
2 N 0.078 0.881 0.393  -0.047
3 N -1.117 0.581 -0.105  0.063
4 N 1.180 -1.019 -0.078  0.155
5 C 1.161 0.203 -0.090  -0.227
6 C -1.156 -0.670 -0.039  -0.290
7 H 1.941 0.865 -0.338  0.126
8 H -1.969 -1.233 -0.589  0.145
9 H 0.074 1.873 0.454  0.126

Properties
Highest occupied orbital energy   -9.042 eV
Spin multiplicity   1
SMILES string   C1=NNC=NO1

--- 3 ---
Molecular formula: C2H3N3O
Method: DFT, ωB97M-V/def2-TZVPD

Last column: Löwdin charge in e.
Geometry (Å):
1 O 2.277 -0.062 0.050  0.043
2 N 0.237 0.919 0.453  0.010
3 N -1.044 0.714 0.146  -0.025
4 N 0.034 -1.355 -0.247  0.109
5 C -1.148 -0.870 -0.212  -0.111
6 C 0.934 -0.135 0.240  -0.383
7 H -1.567 1.444 0.678  0.132
8 H 2.440 0.588 -0.661  0.120
9 H -2.164 -1.242 -0.447  0.106

Properties
Highest occupied orbital energy   -9.255 eV
Spin multiplicity   1
SMILES string   Oc1nc[nH]n1

Which structure is the most stable? The one labeled 3.

--- 1 ---
Molecular formula: C2H3N3O
Method: DFT, ωB97M-V/def2-TZVPD

Last column: Löwdin charge in e.
Geometry (Å):
1 O -2.230 0.069 -0.061  -0.146
2 N -1.956 1.249 0.078  0.090
3 N 0.007 -0.764 -0.050  0.085
4 N 1.914 0.540 -0.034  0.124
5 C -1.296 -0.917 0.113  -0.186
6 C 0.693 0.201 -0.358  -0.224
7 H 2.206 1.374 -0.457  0.082
8 H 2.347 0.080 0.735  0.104
9 H -1.684 -1.832 0.034  0.071

Properties
Highest occupied orbital energy (spin up / spin down)   -7.656 / -7.957 eV
Spin multiplicity   1

--- 2 ---
Molecular formula: C2H3N3O
Method: DFT, ωB97M-V/def2-TZVPD

Last column: Löwdin charge in e.
Geometry (Å):
1 O 2.359 0.096 0.053  0.084
2 N 0.188 0.895 0.441  -0.081
3 N -1.036 0.934 0.122  0.008
4 N -0.103 -1.706 -0.335  0.066
5 C -1.212 -1.342 -0.354  -0.097
6 C 1.117 0.085 0.461  -0.227
7 H 2.485 0.706 -0.691  0.128
8 H -2.268 -1.252 -0.460  0.058
9 H -1.524 1.571 0.755  0.061

Properties
Highest occupied orbital energy   -8.802 eV
Spin multiplicity   1

--- 3 ---
Molecular formula: C2H3N3O
Method: DFT, ωB97M-V/def2-TZVPD

Last column: Löwdin charge in e.
Geometry (Å):
1 O -0.085 -1.605 0.741  0.050
2 N 1.796 0.497 0.355  -0.099
3 N 2.668 0.696 1.048  0.242
4 N -1.566 -0.189 -0.266  0.135
5 C -0.303 -0.599 0.094  -0.562
6 C 0.757 0.309 -0.404  -0.079
7 H -1.720 0.802 -0.374  0.095
8 H 0.767 0.791 -1.372  0.112
9 H -2.315 -0.703 0.177  0.106

Properties
Highest occupied orbital energy   -9.065 eV
Spin multiplicity   1

--- 4 ---
Molecular formula: C2H3N3O
Method: DFT, ωB97M-V/def2-TZVPD

Last column: Löwdin charge in e.
Geometry (Å):
1 O 0.996 1.688 0.590  0.065
2 N -0.173 -1.530 -0.277  0.046
3 N -1.186 -0.707 -0.343  -0.102
4 N -0.931 0.569 -0.078  0.107
5 C 0.853 -0.757 0.058  -0.077
6 C 0.362 0.563 0.206  -0.408
7 H 1.826 -1.203 -0.051  0.102
8 H 0.339 2.403 0.548  0.116
9 H -2.086 -1.027 -0.652  0.151

Properties
Highest occupied orbital energy   -9.398 eV
Spin multiplicity   1
SMILES string   Oc1cn[nH]n1

Which structure is the most stable? The one labeled 4.

--- 1 ---
Molecular formula: C2H3N3O
Method: DFT, ωB97M-V/def2-TZVPD

Last column: Löwdin charge in e.
Geometry (Å):
1 O -0.275 0.693 1.252  0.049
2 N -1.267 -1.219 0.510  0.172
3 N 0.295 -0.202 -0.816  0.171
4 N 1.604 1.841 -0.475  0.209
5 C -0.421 -0.182 0.412  -0.620
6 C 0.971 0.826 -0.669  -0.336
7 H -1.714 -1.363 1.396  0.112
8 H -1.211 -1.953 -0.172  0.103
9 H 2.017 1.559 -1.438  0.141

Properties
Highest occupied orbital energy   -10.151 eV
Spin multiplicity   1

--- 2 ---
Molecular formula: C2H3N3O
Method: DFT, ωB97M-V/def2-TZVPD

Last column: Löwdin charge in e.
Geometry (Å):
1 O -0.418 1.085 1.644  0.110
2 N -1.250 0.049 -0.305  0.144
3 N 0.918 -0.084 0.105  0.039
4 N 0.735 -0.758 -1.083  0.036
5 C -0.302 0.361 0.524  -0.485
6 C -0.549 -0.631 -1.274  -0.222
7 H 1.489 -0.562 0.784  0.151
8 H 0.407 1.579 1.761  0.123
9 H -1.029 -1.038 -2.154  0.104

Properties
Highest occupied orbital energy   -9.877 eV
Spin multiplicity   1
SMILES string   Oc1ncn[nH]1

Which structure is the most stable? The one labeled 2.

--- 1 ---
Molecular formula: C2H3N3O
Method: DFT, ωB97M-V/def2-TZVPD

Last column: Löwdin charge in e.
Geometry (Å):
1 O 0.082 -1.377 0.080  -0.034
2 N 1.963 -0.127 -0.307  0.186
3 N -0.978 -0.708 0.768  0.041
4 N -0.252 0.636 -0.923  0.150
5 C 0.734 -0.304 -0.477  -0.519
6 C -1.187 0.419 -0.091  -0.157
7 H -0.484 -0.339 1.597  0.141
8 H 2.216 0.793 -0.661  0.064
9 H -2.094 1.006 0.014  0.127

Properties
Highest occupied orbital energy   -10.485 eV
Spin multiplicity   1
SMILES string   [H]/N=c1\nc[nH]o1

--- 2 ---
Molecular formula: C2H3N3O
Method: DFT, ωB97M-V/def2-TZVPD

Last column: Löwdin charge in e.
Geometry (Å):
1 O -2.876 -0.355 0.007  -0.216
2 N 2.301 -0.356 0.613  0.109
3 N -1.367 -0.236 0.058  -0.055
4 N 2.425 -0.346 -0.571  0.121
5 C 1.139 0.265 -0.100  -0.269
6 C 0.030 -0.704 -0.039  0.022
7 H -1.444 0.747 0.060  0.075
8 H 0.098 -1.807 0.084  0.122
9 H 0.882 1.255 -0.074  0.092

Properties
Highest occupied orbital energy (spin up / spin down)   -8.789 / -8.952 eV
Spin multiplicity   1
SMILES string   [O-]/[NH+]=C/C1N=N1

Which structure is the most stable? The one labeled 1.

--- 1 ---
Molecular formula: C2H3N3O
Method: DFT, ωB97M-V/def2-TZVPD

Last column: Löwdin charge in e.
Geometry (Å):
1 O 5.127 -0.331 0.478  -0.055
2 N 3.484 0.977 -0.208  0.004
3 N -0.502 0.037 -0.117  0.010
4 N 4.600 1.018 0.350  0.069
5 C 3.296 -0.285 -0.426  -0.064
6 C 4.313 -1.193 -0.012  0.049
7 H -0.947 -0.752 0.329  0.000
8 H 0.313 0.304 0.417  -0.015
9 H -1.147 0.812 -0.138  0.001

Properties
Highest occupied orbital energy (spin up / spin down)   -10.046 / -10.030 eV
Spin multiplicity   1
SMILES string   c1nnoc#1.N

--- 2 ---
Molecular formula: C2H3N3O
Method: DFT, ωB97M-V/def2-TZVPD

Last column: Löwdin charge in e.
Geometry (Å):
1 O -0.625 -1.143 0.090  0.039
2 N 1.085 -1.583 -1.216  -0.002
3 N 1.005 -0.257 -0.990  0.080
4 N 0.128 -2.199 -0.678  0.108
5 C 0.017 -0.085 -0.256  -0.567
6 C -0.351 1.103 0.581  -0.013
7 H -1.440 1.017 0.820  0.080
8 H 0.420 0.997 1.578  0.166
9 H -0.239 2.150 0.072  0.110

Properties
Highest occupied orbital energy   -11.526 eV
Spin multiplicity   1
SMILES string   Cc1nnno1

Which structure is the most stable? The one labeled 2.

--- 1 ---
Molecular formula: C2H3N3O
Method: DFT, ωB97M-V/def2-TZVPD

Last column: Löwdin charge in e.
Geometry (Å):
1 O -0.579 1.673 -1.335  0.085
2 N -0.093 -0.591 -0.895  0.099
3 N 0.224 -1.182 0.286  -0.008
4 N -0.039 0.922 0.794  0.136
5 C -0.235 0.666 -0.521  -0.511
6 C 0.240 -0.270 1.270  -0.179
7 H -0.331 1.466 -2.241  0.111
8 H 0.458 -0.504 2.303  0.120
9 H 0.356 -2.180 0.337  0.147

Properties
Highest occupied orbital energy   -9.509 eV
Spin multiplicity   1
SMILES string   Oc1nc[nH]n1

--- 2 ---
Molecular formula: C2H3N3O
Method: DFT, ωB97M-V/def2-TZVPD

Last column: Löwdin charge in e.
Geometry (Å):
1 O 0.659 1.954 0.888  -0.033
2 N -0.781 0.084 1.362  0.068
3 N -0.970 -1.781 -1.235  0.235
4 N -0.231 -0.932 -0.822  -0.021
5 C 0.042 0.722 0.681  -0.650
6 C 0.484 0.093 -0.584  0.041
7 H 1.307 0.285 -1.284  0.144
8 H 0.266 2.240 1.728  0.091
9 H -0.776 -2.665 -0.734  0.125

Properties
Highest occupied orbital energy (spin up / spin down)   -7.484 / -7.486 eV
Spin multiplicity   1

Which structure is the most stable? The one labeled 1.

--- 1 ---
Molecular formula: C2H3N3O
Method: DFT, ωB97M-V/def2-TZVPD

Last column: Löwdin charge in e.
Geometry (Å):
1 O -0.467 -1.595 -0.952  0.001
2 N 1.578 0.835 0.410  -0.095
3 N 2.024 1.720 0.975  0.214
4 N -1.420 0.090 0.214  0.168
5 C -0.357 -0.548 -0.312  -0.580
6 C 1.038 -0.160 -0.228  -0.070
7 H -1.386 0.966 0.702  0.101
8 H -2.306 -0.352 0.026  0.112
9 H 1.323 -1.071 -0.820  0.149

Properties
Highest occupied orbital energy   -9.016 eV
Spin multiplicity   1

--- 2 ---
Molecular formula: C2H3N3O
Method: DFT, ωB97M-V/def2-TZVPD

Last column: Löwdin charge in e.
Geometry (Å):
1 O 1.875 -1.105 -0.047  -0.006
2 N 0.795 0.488 0.785  0.140
3 N -0.496 0.975 0.654  0.000
4 N -0.371 -0.439 -0.898  0.112
5 C -1.208 0.352 -0.352  -0.182
6 C 0.824 -0.297 -0.121  -0.587
7 H 1.703 -2.196 -0.525  0.275
8 H -1.087 1.410 1.341  0.131
9 H -2.034 0.812 -0.839  0.117

Properties
Highest occupied orbital energy   -9.434 eV
Spin multiplicity   1
SMILES string   Oc1nc[nH]n1

Which structure is the most stable? The one labeled 1.